The following is a quantum chemistry calculation of a cluster of 5 separate species, C17H43NO9 in total at a distorted geometry, from the OMol25 dataset.

Geometry (Å):
C 2.4243 -1.0734 -4.2062
C 2.4229 -1.4634 -5.6736
O 3.7344 -1.3203 -6.1901
O 3.2013 -2.0305 -3.4926
H 1.4079 -1.0105 -3.8128
H 2.8071 -0.0592 -4.0654
H 1.7353 -0.7888 -6.2113
H 1.9601 -2.4363 -5.8689
H 3.7082 -1.5861 -7.1135
H 4.0861 -1.6562 -3.4404
C 1.0853 1.5901 -1.4121
C 2.2628 1.2072 -0.5610
O 3.4302 1.9767 -0.7852
O 0.0110 0.6381 -1.2680
H 1.3792 1.5803 -2.4655
H 0.6717 2.5779 -1.1989
H 2.4504 0.1499 -0.7895
H 2.0575 1.3006 0.5106
H 3.6700 2.3685 0.0691
H -0.4494 0.5439 -2.1037
C -2.8888 -1.3113 -3.6539
C -1.6753 -1.1734 -4.5595
O -2.0116 -0.8894 -5.9205
O -3.5534 -2.5080 -3.9442
H -3.5173 -0.4258 -3.7735
H -2.4597 -1.2862 -2.6406
H -0.9740 -2.0121 -4.5321
H -1.1257 -0.2719 -4.2663
H -2.3428 -1.7083 -6.3085
H -4.3894 -2.6082 -3.4874
C 3.6570 4.1148 3.9110
C 3.4972 3.0312 2.8836
O 4.0321 3.3568 1.6104
O 4.9828 4.0087 4.4691
H 2.9193 3.9151 4.7000
H 3.5269 5.1625 3.6334
H 2.4300 2.8430 2.7554
H 3.8732 2.1085 3.3326
H 4.9945 3.3120 1.6813
H 5.0630 4.6282 5.1985
C -0.4400 -0.5702 3.9471
C -0.6711 -1.0544 2.5167
C -1.2370 -2.4725 2.5634
C -2.7338 -2.5389 2.8672
C -3.5179 -1.6928 1.8664
C -3.0704 -0.2200 1.9242
N -1.6063 -0.1979 1.7439
O -1.0750 1.1283 1.6828
C -3.6216 0.4298 0.6330
C -3.6183 0.5160 3.1695
C 0.6164 -1.0370 1.7111
H -1.3047 -0.6029 4.6114
H -0.1275 0.4803 3.9226
H 0.3768 -1.0977 4.4463
H -0.9002 -3.0304 1.6923
H -0.8659 -2.9290 3.4894
H -3.0434 -2.2863 3.8803
H -3.0714 -3.5748 2.7484
H -4.5604 -1.7269 2.2095
H -3.5270 -2.0339 0.8328
H -4.6603 0.1308 0.4838
H -3.5053 1.5118 0.6963
H -3.0552 0.0653 -0.2243
H -2.9345 1.2858 3.5165
H -4.5378 1.0187 2.8621
H -3.8914 -0.2371 3.9056
H 0.5226 -0.9686 0.6237
H 1.2733 -1.9078 1.7994
H 1.2108 -0.1541 1.9649
H -0.5179 0.9712 0.9037

Lowest unoccupied orbital energy (eV): 0.543
Structure (SMILES): CC1(C)CCCC(C)(C)N1O.OCCO.OCCO.OCCO.OCCO
Kohn-Sham gap (eV): 8.6
M (g/mol): 405.5